(1)
Below is a cluster of 2 separate species, C4H11NO2S in total, with properties calculated with ωB97M-V/def2-TZVPD.

Atoms and positions in Å:
1 C 0.000 0.000 0.000
2 N -0.042 1.364 -0.422
3 C -0.821 2.359 -0.006
4 O -1.724 2.197 0.822
5 C -0.577 3.746 -0.658
6 C 0.429 4.598 0.127
7 S 0.802 6.183 -0.762
8 H -0.908 -0.443 -0.442
9 H 0.010 -0.221 1.081
10 H 0.883 -0.472 -0.463
11 H 0.643 1.611 -1.140
12 H -0.414 3.586 -1.741
13 H -1.535 4.286 -0.537
14 H 1.284 3.934 0.360
15 H -0.055 4.871 1.084
16 H 1.468 6.620 0.328
17 O -2.121 0.573 3.316
18 H -1.770 0.810 2.428
19 H -1.703 -0.292 3.525

Properties
**Energy above the lowest of the compared OMol25 structures with the same formula, charge and spin**: 55.11 kJ/mol
**F_max**: 0.0515 Eh/bohr
**2S+1**: 1
**HOMO energy**: -0.346 Eh
**SMILES**: CNC(=O)CCS.O
**Molecular weight**: 137.2 g/mol


(2)
Below is a cluster of 14 separate species, H28O14 in total, with properties calculated with ωB97M-V/def2-TZVPD.

Atoms and positions in Å:
1 O -0.380 -0.639 -2.433
2 H 0.287 -0.718 -3.143
3 H -0.917 -1.449 -2.320
4 O -1.065 2.385 0.423
5 H -0.423 3.040 0.243
6 H -1.804 3.060 0.514
7 O -3.871 1.346 0.816
8 H -3.229 0.818 0.376
9 H -4.636 1.452 0.202
10 O -0.342 1.828 2.910
11 H -0.304 1.989 1.968
12 H -1.095 2.342 3.229
13 O 1.883 2.186 -1.163
14 H 2.014 1.269 -1.329
15 H 2.112 2.296 -0.226
16 O -1.706 1.783 -2.204
17 H -1.548 0.882 -2.492
18 H -1.577 1.784 -1.281
19 O -0.764 -3.109 0.722
20 H -0.251 -3.717 0.131
21 H -0.634 -2.233 0.343
22 O 0.300 -0.641 0.372
23 H -0.351 0.004 0.571
24 H 0.432 -0.572 -0.580
25 O 2.480 -2.715 -2.593
26 H 1.835 -3.196 -2.105
27 H 2.333 -1.795 -2.326
28 O -2.022 -0.796 2.710
29 H -2.927 -0.612 2.575
30 H -1.719 -0.013 3.165
31 O 2.669 -0.246 -1.672
32 H 3.035 -0.775 -1.013
33 H 3.380 0.300 -2.019
34 O -2.392 -0.576 0.045
35 H -2.457 -1.377 -0.438
36 H -2.122 -0.861 0.910
37 O 3.557 -1.879 0.408
38 H 3.999 -1.176 0.909
39 H 2.786 -2.052 0.966
40 O 2.163 0.934 1.530
41 H 1.540 1.278 2.140
42 H 1.731 0.172 1.158

Properties
**Energy above the lowest of the compared OMol25 structures with the same formula, charge and spin**: 170.35 kJ/mol
**F_max**: 0.0644 Eh/bohr
**2S+1**: 1
**HOMO energy**: -0.384 Eh
**Molecular weight**: 252.2 g/mol


(3)
Below is a cluster of 3 separate species, C14H28O10S in total, with properties calculated with ωB97M-V/def2-TZVPD.

Atoms and positions in Å:
1 C 2.574 -0.210 3.753
2 C 2.307 0.177 2.285
3 C 0.832 0.319 1.902
4 C 0.049 -1.016 2.023
5 C -0.946 -1.185 3.172
6 O -0.307 -1.668 4.354
7 C -1.648 0.085 3.567
8 O -0.684 1.086 3.957
9 S 0.088 1.722 2.729
10 O 1.077 2.574 3.298
11 O -0.861 2.296 1.815
12 H 2.746 -1.280 3.842
13 H 1.754 0.063 4.408
14 H 3.477 0.286 4.100
15 H 2.741 -0.574 1.627
16 H 2.808 1.117 2.061
17 H 0.789 0.642 0.863
18 H -0.477 -1.198 1.087
19 H 0.779 -1.816 2.129
20 H -1.723 -1.890 2.865
21 H -0.156 -2.606 4.250
22 H -2.264 -0.104 4.441
23 H -2.284 0.468 2.771
24 C -5.719 -2.829 -2.763
25 C -4.705 -2.002 -3.522
26 O -4.410 -0.764 -2.853
27 C -3.581 -0.856 -1.819
28 O -3.038 -1.858 -1.426
29 O -3.450 0.355 -1.279
30 C -2.603 0.387 -0.130
31 H -6.626 -2.251 -2.587
32 H -5.979 -3.716 -3.340
33 H -5.323 -3.150 -1.801
34 H -5.103 -1.699 -4.488
35 H -3.779 -2.552 -3.688
36 H -1.627 -0.036 -0.355
37 H -3.066 -0.169 0.686
38 H -2.487 1.426 0.159
39 C 5.530 2.494 -2.518
40 C 5.154 1.033 -2.618
41 O 3.923 0.745 -1.933
42 C 2.815 1.091 -2.583
43 O 2.753 1.570 -3.684
44 O 1.774 0.821 -1.794
45 C 0.502 1.180 -2.341
46 H 5.579 2.804 -1.473
47 H 6.506 2.657 -2.975
48 H 4.802 3.123 -3.029
49 H 5.893 0.411 -2.118
50 H 5.073 0.707 -3.654
51 H 0.343 0.717 -3.312
52 H 0.413 2.262 -2.426
53 H -0.236 0.813 -1.636

Properties
**F_max**: 0.0121 Eh/bohr
**2S+1**: 1
**HOMO energy**: -0.398 Eh
**SMILES**: CC[C@H]1C[C@@H](O)COS1(=O)=O.CCOC(=O)OC.CCOC(=O)OC
**Molecular weight**: 388.4 g/mol


(4)
Below is a structure of composition C4H6BaF4N2O12S4, with properties calculated with ωB97M-V/def2-TZVPD.

Atoms and positions in Å:
1 Ba 0.551 0.094 -0.183
2 N 0.271 -1.237 -2.382
3 S -0.523 -0.849 -3.564
4 O -1.967 -0.754 -3.483
5 O 0.096 -1.020 -4.882
6 F -0.413 0.754 -3.339
7 S -0.276 -2.878 -2.620
8 O 0.434 -3.682 -3.619
9 O -1.646 -3.176 -2.313
10 F 0.549 -3.312 -1.367
11 N -1.726 -0.224 0.978
12 S -3.071 0.705 1.607
13 O -3.689 0.287 2.887
14 O -3.876 1.490 0.672
15 F -2.146 1.817 2.234
16 S -2.390 -1.541 1.242
17 O -3.607 -1.806 0.444
18 O -2.237 -2.173 2.547
19 F -1.332 -2.345 0.445
20 C 4.590 -1.354 1.671
21 C 3.330 -0.795 1.038
22 O 3.301 -0.179 -0.048
23 O 2.241 -1.109 1.615
24 H 4.380 -2.198 2.329
25 H 5.080 -0.520 2.174
26 H 5.266 -1.746 0.911
27 C -0.272 4.600 0.896
28 C 0.156 3.191 0.443
29 O 0.727 2.459 1.219
30 O -0.285 2.670 -0.593
31 H 0.347 5.009 1.694
32 H -1.307 4.502 1.223
33 H -0.554 5.318 0.125

Properties
**Energy above the lowest of the compared OMol25 structures with the same formula, charge and spin**: 399.55 kJ/mol
**F_max**: 0.2491 Eh/bohr
**2S+1**: 1
**HOMO energy**: -0.136 Eh
**Molecular weight**: 615.7 g/mol
**Total charge**: -2


(5)
Below is a cluster of 2 separate species, C8H7F3NO4 in total, with properties calculated with ωB97M-V/def2-TZVPD.

Atoms and positions in Å:
1 C -0.076 0.262 -2.827
2 C -1.128 1.041 -2.255
3 C 0.339 -0.629 -1.865
4 C -1.261 0.593 -1.017
5 C 1.223 -1.725 1.432
6 C -0.789 -0.136 2.206
7 C 0.250 -0.419 1.193
8 C 1.140 0.776 0.988
9 N -0.435 -0.473 -0.703
10 O 1.756 -1.599 2.546
11 O 1.226 -2.588 0.590
12 O 1.303 -1.546 -2.010
13 O -2.262 1.093 -0.158
14 F 2.062 0.522 0.087
15 F 0.491 1.897 0.584
16 F 1.769 1.230 2.131
17 H 0.394 0.367 -3.785
18 H -1.823 1.861 -2.620
19 H -1.644 0.517 1.721
20 H -0.250 0.256 3.015
21 H -1.194 -1.111 2.463
22 H 1.495 -2.137 -1.145
23 H -2.586 1.945 -0.571

Properties
**Energy above the lowest of the compared OMol25 structures with the same formula, charge and spin**: 121.93 kJ/mol
**F_max**: 0.0772 Eh/bohr
**2S+1**: 1
**HOMO energy**: -0.131 Eh
**Molecular weight**: 238.1 g/mol
**Total charge**: -1


(6)
Below is the molecule C21H21NO3, with properties calculated with ωB97M-V/def2-TZVPD.

Atoms and positions in Å:
1 C -4.870 -2.469 -0.409
2 C -4.421 -1.030 -0.618
3 O -3.081 -0.937 -0.178
4 C -2.441 0.263 -0.140
5 C -3.006 1.400 -0.630
6 C -2.492 2.723 -0.628
7 C -1.479 3.270 0.073
8 C -0.576 2.671 1.043
9 O 0.031 3.400 1.824
10 C -0.336 1.230 1.001
11 C 0.813 0.650 1.512
12 C 1.945 1.261 2.252
13 N 0.772 -0.684 1.244
14 C 1.831 -1.592 1.575
15 C 3.178 -1.352 0.880
16 O 4.175 -1.837 1.363
17 C 3.227 -0.510 -0.337
18 C 4.377 0.262 -0.521
19 C 4.491 1.102 -1.610
20 C 3.466 1.170 -2.541
21 C 2.339 0.381 -2.385
22 C 2.214 -0.456 -1.291
23 C -0.395 -1.004 0.610
24 C -0.690 -2.409 0.210
25 C -1.119 0.166 0.430
26 H -4.773 -2.738 0.639
27 H -4.256 -3.144 -0.999
28 H -5.908 -2.579 -0.710
29 H -4.494 -0.763 -1.681
30 H -5.057 -0.348 -0.037
31 H -3.972 1.309 -1.107
32 H -3.064 3.406 -1.247
33 H -1.324 4.338 -0.019
34 H 2.899 1.057 1.769
35 H 1.786 2.334 2.305
36 H 1.987 0.870 3.270
37 H 2.034 -1.554 2.653
38 H 1.526 -2.616 1.344
39 H 5.166 0.196 0.213
40 H 5.378 1.704 -1.735
41 H 3.550 1.830 -3.391
42 H 1.547 0.418 -3.118
43 H 1.340 -1.079 -1.207
44 H -1.552 -2.430 -0.445
45 H 0.152 -2.864 -0.314
46 H -0.919 -3.019 1.086

Properties
**Energy above the lowest of the compared OMol25 structures with the same formula, charge and spin**: 138.49 kJ/mol
**F_max**: 0.0202 Eh/bohr
**2S+1**: 1
**HOMO energy**: -0.281 Eh
**SMILES**: CCOc1cccc(=O)c2c(C)n(CC(=O)c3ccccc3)c(C)c12
**Molecular weight**: 335.4 g/mol


(7)
Below is a cluster of 2 separate species, C4H11OS in total, with properties calculated with ωB97M-V/def2-TZVPD.

Atoms and positions in Å:
1 C -2.509 2.063 -1.697
2 C -1.496 1.056 -2.289
3 S -0.719 -0.091 -1.145
4 H -1.967 3.000 -1.510
5 H -2.962 1.824 -0.738
6 H -3.257 2.316 -2.460
7 H -2.033 0.508 -3.073
8 H -0.767 1.666 -2.836
9 H 0.932 0.021 0.413
10 C 2.143 -1.471 1.235
11 O 1.793 -0.182 0.836
12 C 1.515 -1.831 2.584
13 H 3.220 -1.390 1.411
14 H 1.953 -2.196 0.436
15 H 2.155 -2.470 3.193
16 H 0.434 -1.930 2.500
17 H 1.564 -0.893 3.141

Properties
**Energy above the lowest of the compared OMol25 structures with the same formula, charge and spin**: 82.67 kJ/mol
**F_max**: 0.0329 Eh/bohr
**2S+1**: 1
**HOMO energy**: -0.096 Eh
**Molecular weight**: 107.2 g/mol
**Total charge**: -1


(8)
Below is a structure of composition C2ClF4NO, with properties calculated with ωB97M-V/def2-TZVPD.

Atoms and positions in Å:
1 C 1.075 -0.396 -1.323
2 C -0.877 0.740 1.177
3 N 0.343 -0.496 -0.282
4 O -0.041 -1.604 0.259
5 F 1.119 0.794 -1.898
6 F 1.533 -1.406 -2.053
7 F -0.070 1.642 1.628
8 F -1.867 1.413 0.567
9 Cl -1.216 -0.688 1.925

Properties
**Energy above the lowest of the compared OMol25 structures with the same formula, charge and spin**: 248.44 kJ/mol
**F_max**: 0.0504 Eh/bohr
**2S+1**: 1
**HOMO energy (alpha / beta)**: -0.334 / -0.334 Eh
**Molecular weight**: 165.5 g/mol


(9)
Below is a cluster of 2 separate species, C3H7BrN4 in total, with properties calculated with ωB97M-V/def2-TZVPD.

Atoms and positions in Å:
1 C 0.635 1.397 0.624
2 C -0.739 -0.210 -0.590
3 C 1.738 -0.332 -0.447
4 N 1.736 0.794 0.235
5 N 0.404 -0.923 -0.602
6 N -0.538 1.077 -0.072
7 N -1.912 -0.629 -0.867
8 Br 3.120 -0.751 -1.658
9 H 0.653 2.206 1.327
10 H 2.992 -1.511 1.545
11 H 2.810 1.080 0.436
12 H 0.464 -1.917 -0.720
13 H -1.255 1.602 0.346
14 H -2.047 -1.614 -1.106
15 H -2.844 -0.188 -0.746

Properties
**Energy above the lowest of the compared OMol25 structures with the same formula, charge and spin**: 391.99 kJ/mol
**F_max**: 0.0823 Eh/bohr
**2S+1**: 1
**HOMO energy (alpha / beta)**: -0.663 / -0.622 Eh
**Molecular weight**: 179.0 g/mol
**Total charge**: +2


(10)
Below is a structure of composition BrPb, with properties calculated with ωB97M-V/def2-TZVPD.

Atoms and positions in Å:
1 Pb -1.541 -2.335 -0.075
2 Br -3.251 -0.627 0.012

Properties
**Energy above the lowest of the compared OMol25 structures with the same formula, charge and spin**: 1.71 kJ/mol
**F_max**: 0.0193 Eh/bohr
**2S+1**: 1
**HOMO energy**: -0.599 Eh
**Molecular weight**: 287.1 g/mol
**Total charge**: +1


(11)
Below is a structure of composition C25H18BrN3RhS, with properties calculated with ωB97M-V/def2-TZVPD.

Atoms and positions in Å:
1 Rh -0.890 0.632 -0.358
2 C 1.184 2.616 2.930
3 C 2.359 1.877 2.993
4 C 2.542 0.784 2.159
5 C 1.558 0.426 1.242
6 C 0.385 1.180 1.169
7 C 0.200 2.271 2.008
8 C 1.681 -0.749 0.345
9 C 2.776 -1.637 0.390
10 C 2.798 -2.716 -0.439
11 C 1.728 -2.957 -1.327
12 C 1.684 -4.073 -2.195
13 C 0.613 -4.265 -3.014
14 C -0.463 -3.346 -3.003
15 C -0.444 -2.256 -2.182
16 C 0.659 -2.040 -1.325
17 N 0.678 -0.954 -0.494
18 H 1.034 3.457 3.596
19 H 3.132 2.147 3.701
20 H 3.460 0.215 2.236
21 H -0.722 2.843 1.975
22 H 3.586 -1.467 1.083
23 H 3.635 -3.404 -0.416
24 H 2.512 -4.771 -2.193
25 H 0.580 -5.121 -3.675
26 H -1.311 -3.513 -3.653
27 H -1.265 -1.551 -2.167
28 Br -6.098 -2.346 2.581
29 C -4.631 -1.544 1.723
30 C -3.445 -2.257 1.597
31 C -2.368 -1.665 0.958
32 C -2.468 -0.363 0.456
33 C -3.677 0.329 0.583
34 C -4.760 -0.257 1.221
35 H -3.369 -3.260 1.995
36 H -1.442 -2.222 0.862
37 H -3.795 1.328 0.178
38 H -5.696 0.275 1.322
39 S -1.428 1.541 -2.363
40 C -0.129 2.431 -1.597
41 N -0.441 3.642 -1.013
42 C 0.508 4.504 -0.598
43 C 1.815 4.206 -0.789
44 C 2.095 2.991 -1.459
45 N 1.178 2.159 -1.872
46 H -1.417 3.868 -0.883
47 H 0.161 5.413 -0.126
48 H 2.596 4.882 -0.477
49 H 3.122 2.718 -1.683

Properties
**Energy above the lowest of the compared OMol25 structures with the same formula, charge and spin**: 49.95 kJ/mol
**F_max**: 0.0213 Eh/bohr
**2S+1**: 5
**HOMO energy (alpha / beta)**: -0.371 / -0.414 Eh
**Molecular weight**: 575.3 g/mol
**⟨S²⟩**: 6.0256
**Total charge**: +1


(12)
Below is a cluster of 2 separate species, C4H13NO2 in total, with properties calculated with ωB97M-V/def2-TZVPD.

Atoms and positions in Å:
1 C -0.850 -1.412 0.865
2 N -0.913 -0.381 -0.149
3 C -2.251 0.145 -0.380
4 C 0.056 0.667 -0.055
5 C 0.466 1.176 -1.453
6 O 1.691 1.872 -1.520
7 H -1.576 -2.207 0.721
8 H -0.849 -1.074 1.910
9 H 0.148 -1.849 0.745
10 H -2.760 0.396 0.568
11 H -2.208 1.031 -1.007
12 H -2.903 -0.584 -0.853
13 H -0.257 1.476 0.629
14 H 0.995 0.309 0.379
15 H 0.580 0.242 -2.004
16 H -0.324 1.763 -1.938
17 H 1.549 2.777 -1.157
18 O 2.942 -1.791 1.462
19 H 2.769 -0.899 1.208
20 H 3.693 -1.658 2.032

Properties
**Energy above the lowest of the compared OMol25 structures with the same formula, charge and spin**: 128.06 kJ/mol
**F_max**: 0.0309 Eh/bohr
**2S+1**: 1
**HOMO energy**: -0.308 Eh
**SMILES**: CN(C)CCO.O
**Molecular weight**: 107.2 g/mol


> What is the formula in the ninth record?

C3H7BrN4


> Which of these has the highest molecular weight?

C4H6BaF4N2O12S4


What did the fifth record say?
Below is a cluster of 2 separate species, C8H7F3NO4 in total, with properties calculated with ωB97M-V/def2-TZVPD.

Atoms and positions in Å:
1 C -0.076 0.262 -2.827
2 C -1.128 1.041 -2.255
3 C 0.339 -0.629 -1.865
4 C -1.261 0.593 -1.017
5 C 1.223 -1.725 1.432
6 C -0.789 -0.136 2.206
7 C 0.250 -0.419 1.193
8 C 1.140 0.776 0.988
9 N -0.435 -0.473 -0.703
10 O 1.756 -1.599 2.546
11 O 1.226 -2.588 0.590
12 O 1.303 -1.546 -2.010
13 O -2.262 1.093 -0.158
14 F 2.062 0.522 0.087
15 F 0.491 1.897 0.584
16 F 1.769 1.230 2.131
17 H 0.394 0.367 -3.785
18 H -1.823 1.861 -2.620
19 H -1.644 0.517 1.721
20 H -0.250 0.256 3.015
21 H -1.194 -1.111 2.463
22 H 1.495 -2.137 -1.145
23 H -2.586 1.945 -0.571

Properties
**Energy above the lowest of the compared OMol25 structures with the same formula, charge and spin**: 121.93 kJ/mol
**F_max**: 0.0772 Eh/bohr
**2S+1**: 1
**HOMO energy**: -0.131 Eh
**Molecular weight**: 238.1 g/mol
**Total charge**: -1